[1]
Formula: C18H28N2O3S
Source: OMol25
Level of theory: the ωB97M-V functional and the def2-TZVPD basis

Results
* F_max: 0.9 eV/A
* charge: 0
* SMILES: CC(C)CNS(=O)(=O)c1ccc(CCC(=O)NC2CCCC2)cc1
* ΔE to the lowest compared entry with this formula, charge and spin: 10.9 kcal per mole

Geometry as XYZ:
```
52
Properties=species:S:1:pos:R:3:forces:R:3:mulliken_charge:R:1
C -1.4157 -1.0422 -5.4700 0.3 0.0 0.0 -1.567
C -0.0126 -1.0460 -4.8674 -0.1 0.0 0.2 0.725
C 0.2093 -2.3146 -4.0477 0.0 0.1 -0.2 -1.316
C 0.2465 0.2308 -4.0346 0.4 -0.3 -0.3 -0.855
N -0.8694 0.7966 -3.3119 -0.3 -0.2 0.8 -0.242
S -1.3845 0.1832 -1.8505 0.0 0.3 -0.4 1.488
O -2.4224 1.0770 -1.4263 0.0 0.2 0.0 -0.747
O -1.6992 -1.2197 -1.8855 0.3 0.1 0.1 -0.738
C 0.0678 0.4341 -0.8515 -0.4 -0.3 -0.4 0.092
C 0.3936 1.7275 -0.4911 0.0 0.2 0.1 -0.828
C 1.4787 1.9427 0.3378 -0.1 -0.1 -0.1 -0.523
C 2.2324 0.8700 0.8130 0.1 -0.1 -0.2 0.578
C 3.3315 1.1075 1.8063 0.0 0.1 0.1 -1.325
C 2.7512 1.5292 3.1678 0.2 -0.3 0.1 -0.708
C 1.8278 0.4469 3.7180 0.1 0.6 -0.1 0.443
O 2.2274 -0.4504 4.4298 0.3 -0.4 0.2 -0.695
N 0.5370 0.5852 3.3511 -0.4 0.1 -0.1 -0.095
C -0.5090 -0.3348 3.7498 0.1 -0.3 0.2 -0.245
C -1.7522 0.4385 4.2347 -0.1 0.0 0.1 -0.904
C -2.8539 0.1926 3.1909 0.0 0.1 -0.1 -0.782
C -2.1193 -0.3297 1.9570 -0.1 -0.2 0.1 -0.087
C -1.0051 -1.1746 2.5639 0.0 0.1 0.0 -0.669
C 1.9048 -0.4189 0.4092 0.0 0.2 0.0 -0.480
C 0.8210 -0.6406 -0.4255 0.0 -0.1 -0.1 -0.434
H -2.1603 -1.1390 -4.6825 -0.1 0.0 0.0 0.260
H -1.5302 -1.8835 -6.1492 -0.1 0.0 -0.1 0.460
H -1.5986 -0.1257 -6.0291 -0.1 0.1 -0.1 0.369
H 0.7181 -1.0351 -5.6853 0.0 0.1 0.1 0.396
H -0.4920 -2.3515 -3.2191 0.0 -0.1 0.0 0.178
H 0.0569 -3.1934 -4.6702 0.0 -0.1 0.0 0.472
H 1.2248 -2.3451 -3.6566 0.1 -0.1 0.1 0.346
H 0.6125 1.0222 -4.6983 0.0 -0.1 0.1 0.384
H 1.0231 0.0329 -3.2913 0.2 0.1 -0.2 0.288
H -1.6551 1.0524 -3.8882 -0.3 0.1 0.1 0.337
H -0.2222 2.5362 -0.8505 0.0 0.2 0.0 0.488
H 1.7418 2.9493 0.6299 0.0 0.1 0.0 0.419
H 3.9164 0.1972 1.9417 0.0 0.0 0.0 0.368
H 3.9963 1.8975 1.4490 0.0 -0.1 0.0 0.410
H 2.2104 2.4715 3.0718 0.0 0.0 0.0 0.375
H 3.5703 1.6597 3.8756 -0.1 0.0 0.0 0.415
H 0.2786 1.2975 2.6865 0.2 0.1 0.1 0.329
H -0.0657 -0.9558 4.5317 -0.1 0.1 -0.1 0.530
H -1.5137 1.4998 4.3110 0.0 0.0 0.1 0.289
H -2.0614 0.1009 5.2223 0.0 0.1 0.1 0.307
H -3.5441 -0.5703 3.5522 -0.1 0.0 0.0 0.327
H -3.4276 1.0928 2.9788 -0.1 0.0 0.0 0.396
H -2.7649 -0.8991 1.2918 0.0 0.0 -0.1 0.461
H -1.7027 0.4969 1.3781 0.0 0.1 0.0 -0.101
H -0.2030 -1.3968 1.8637 0.0 -0.1 0.1 0.145
H -1.4145 -2.1147 2.9343 0.0 -0.1 0.0 0.381
H 2.4883 -1.2536 0.7685 0.0 -0.1 0.1 0.328
H 0.5332 -1.6333 -0.7341 0.0 -0.2 0.0 0.556
```
Positions in Å, forces in eV/Å.

[2]
Formula: C18H28N4O5S
Source: OMol25
Level of theory: the ωB97M-V functional and the def2-TZVPD basis

Results
* F_max: 1.3 eV/A
* charge: 0
* SMILES: O=[N+]([O-])c1cc(S(=O)(=O)N2CCCCC2)ccc1NCCCN1CCOCC1
* ΔE to the lowest compared entry with this formula, charge and spin: 96.3 kcal per mole

Geometry as XYZ:
```
56
Properties=species:S:1:pos:R:3:forces:R:3:mulliken_charge:R:1
O 0.5951 -3.1884 -0.0241 0.1 -0.2 0.0 -0.758
N -0.6107 -2.9741 -0.1393 0.1 -0.7 0.2 1.138
O -1.4457 -3.8432 0.0039 0.0 -0.2 0.0 -0.668
C -1.0495 -1.6601 -0.4421 -0.6 1.2 -0.3 -1.001
C -2.4240 -1.4809 -0.6364 0.1 -0.2 0.0 -0.087
C -2.9317 -0.2404 -0.9111 -0.6 -0.1 -0.1 -0.265
S -4.6856 0.0159 -1.1455 0.8 0.1 0.3 1.436
O -4.8645 0.9991 -2.1733 0.0 0.2 0.1 -0.781
O -5.3144 -1.2644 -1.3074 0.1 -0.1 0.2 -0.687
N -5.0482 0.7469 0.3189 0.3 -0.2 -0.9 0.101
C -5.1731 -0.1787 1.4265 0.0 -0.6 0.3 -0.835
C -6.5458 -0.8498 1.4769 0.0 0.2 0.2 -0.520
C -7.6436 0.2115 1.4862 0.0 -0.2 -0.2 -0.769
C -7.4845 1.1212 0.2700 0.1 0.1 0.3 -0.407
C -6.0930 1.7510 0.2762 -0.5 0.3 -0.4 -1.005
C -2.0826 0.8615 -1.0018 0.1 0.0 0.0 -1.391
C -0.7337 0.7104 -0.8279 0.0 0.0 0.0 -0.431
C -0.1579 -0.5539 -0.5467 -0.1 -0.4 0.1 1.754
N 1.1626 -0.6917 -0.3863 0.5 -0.4 0.1 -0.115
C 2.1422 0.3628 -0.4769 0.1 0.1 -0.1 -1.027
C 3.5360 -0.2218 -0.2747 0.0 0.4 -0.1 -0.664
C 4.6121 0.8574 -0.4053 -0.1 -0.2 0.1 -1.071
N 5.9034 0.3824 0.0548 0.0 0.1 0.0 0.090
C 6.8249 1.4741 0.3263 0.3 -0.1 0.1 -0.560
C 8.1177 0.9049 0.9107 -0.2 0.4 0.1 -0.652
O 8.7210 -0.0091 0.0276 0.1 0.0 -0.1 -0.380
C 7.8343 -1.0624 -0.2633 -0.3 -0.2 -0.2 -0.792
C 6.5301 -0.5469 -0.8720 0.3 -0.1 0.2 -0.381
H -3.0817 -2.3356 -0.5830 0.0 0.0 0.0 0.638
H -4.3839 -0.9243 1.3142 0.0 0.0 0.2 0.294
H -4.9918 0.3869 2.3477 0.1 0.0 -0.1 0.434
H -6.6531 -1.4803 0.5937 0.0 -0.1 0.1 0.296
H -6.6098 -1.4788 2.3662 0.0 0.0 0.0 0.403
H -8.6246 -0.2662 1.4735 0.0 0.0 0.1 0.374
H -7.5699 0.8090 2.3994 -0.1 0.0 0.1 0.297
H -7.5934 0.5334 -0.6437 -0.1 0.0 -0.1 0.286
H -8.2431 1.9055 0.2725 0.0 0.0 -0.1 0.377
H -5.9262 2.3341 -0.6296 -0.1 0.2 0.2 0.439
H -5.9674 2.3979 1.1512 0.0 0.0 0.0 0.407
H -2.5174 1.8217 -1.2272 0.1 0.2 0.0 0.459
H -0.0849 1.5663 -0.9090 0.1 0.1 0.0 0.436
H 1.4945 -1.6339 -0.1913 -0.2 0.3 -0.1 0.385
H 1.9453 1.1264 0.2863 0.0 0.0 -0.1 0.448
H 2.0854 0.8432 -1.4620 0.0 0.1 0.1 0.469
H 3.6112 -0.6652 0.7189 0.0 -0.1 0.0 0.321
H 3.6969 -1.0077 -1.0132 0.0 -0.1 0.0 0.437
H 4.3330 1.7032 0.2295 0.0 0.0 -0.1 0.426
H 4.6543 1.2193 -1.4486 0.0 0.0 0.1 0.295
H 6.3690 2.1523 1.0508 0.0 0.0 0.0 0.392
H 7.0626 2.0411 -0.5915 0.0 0.0 0.1 0.329
H 8.8471 1.6990 1.0786 -0.1 0.0 0.1 0.364
H 7.8894 0.4070 1.8650 0.0 0.1 0.0 0.350
H 8.3538 -1.7172 -0.9647 -0.1 0.0 0.1 0.372
H 7.6024 -1.6196 0.6568 0.0 0.0 -0.1 0.356
H 5.8634 -1.3918 -1.0448 0.0 0.0 -0.1 0.337
H 6.7481 -0.0593 -1.8394 0.0 0.0 0.0 0.310
```
Positions in Å, forces in eV/Å.

[3]
Formula: C18H28NO4S4Se2Y
Source: OMol25
Level of theory: the ωB97M-V functional and the def2-TZVPD basis

Results
* F_max: 2.1 eV/A
* charge: -2
* ΔE to the lowest compared entry with this formula, charge and spin: 13.2 kcal per mole

Geometry as XYZ:
```
58
Properties=species:S:1:pos:R:3:forces:R:3:mulliken_charge:R:1
Y -0.5505 -0.3537 -0.2870 0.4 0.1 0.3 0.725
O 0.2934 1.0338 1.4728 0.3 -0.2 -0.2 -0.341
N 1.0530 0.9313 2.5469 0.0 0.2 0.2 0.265
C 1.5790 -0.2594 2.8680 0.2 -0.7 0.1 -0.162
C 2.4140 -0.4240 3.9489 0.0 0.0 -0.1 -1.066
C 2.6972 0.6790 4.7571 -0.1 0.0 -0.1 -0.088
C 2.1278 1.8836 4.4428 0.2 -0.3 0.2 -0.742
C 1.3002 2.0461 3.3152 -0.2 0.2 -0.2 0.238
S 0.6601 3.5474 2.9172 -0.1 0.7 0.4 -0.444
H 1.2886 -1.0798 2.2210 0.1 0.1 0.0 0.528
H 2.8424 -1.3934 4.1486 -0.1 -0.1 0.0 0.404
H 3.3488 0.5885 5.6168 0.0 0.0 0.0 0.348
H 2.2981 2.7680 5.0379 0.0 0.0 0.0 0.372
O 0.6705 -2.6793 0.0400 -0.5 0.4 0.1 -0.119
C 1.6293 -3.2986 -0.7996 0.5 -0.2 -0.4 -1.444
C 1.4044 -3.0609 -2.3101 0.1 0.2 -0.1 2.180
C 2.0086 -4.2660 -3.0607 -0.1 -0.2 0.9 -1.348
O 2.1176 -4.0962 -4.4541 -0.2 0.2 -0.7 -0.582
C 2.1347 -1.8112 -2.7835 0.2 0.4 0.1 -1.285
Se 1.8549 -0.1585 -1.7270 0.3 0.1 -0.3 -0.535
C -0.0818 -2.9633 -2.6312 -0.4 -0.2 0.2 -0.692
Se -1.0886 -4.4926 -1.9476 -0.4 -0.4 0.2 -0.580
H -0.1422 -3.2289 -0.0514 -0.1 -0.2 0.0 0.142
H 1.6314 -4.3810 -0.6102 -0.1 0.2 0.0 0.329
H 2.6066 -2.8870 -0.5227 -0.1 0.0 0.0 0.343
H 1.3858 -5.1401 -2.8363 0.1 0.1 0.1 0.436
H 3.0243 -4.4469 -2.6976 0.1 0.0 0.0 0.450
H 1.2160 -3.9905 -4.7844 0.1 -0.1 0.0 0.356
H 1.8496 -1.5754 -3.8109 0.1 -0.1 0.1 0.359
H 3.2145 -1.9861 -2.7539 -0.1 0.0 -0.1 0.479
H -0.2439 -2.9203 -3.7133 0.1 0.3 0.1 0.556
H -0.5409 -2.0521 -2.1964 0.3 -0.3 -0.5 -0.378
C -4.0962 -0.8374 2.7842 0.0 0.1 -0.1 -1.674
C -3.2758 -0.8437 1.5205 -0.1 0.1 -0.1 0.792
S -1.6637 -1.5032 1.7433 -0.1 -0.7 0.4 -0.602
C -3.8067 -0.4056 0.3621 0.2 -0.1 0.1 0.823
C -5.2051 0.1591 0.3461 0.1 -0.1 0.0 -1.582
S -3.0147 -0.4549 -1.2060 -0.1 -0.3 -0.4 -0.528
H -3.4504 -1.1210 3.6097 -0.1 0.0 0.2 0.427
H -4.9162 -1.5582 2.7090 -0.1 0.0 0.1 0.297
H -4.5228 0.1489 2.9784 -0.1 0.0 0.1 0.288
H -5.2590 1.0539 0.9702 -0.1 0.1 0.0 0.265
H -5.9188 -0.5639 0.7454 -0.2 0.0 0.0 0.285
H -5.4846 0.4208 -0.6714 -0.1 0.0 0.0 0.405
O -0.9480 1.8463 -0.7710 -0.2 -1.2 -0.9 -0.628
S -0.4708 2.9542 0.1065 0.2 2.1 0.1 0.725
C -0.9579 4.4413 -0.9243 0.1 -0.3 0.3 -0.751
C 0.2744 4.9972 -1.6148 0.2 0.0 -0.2 -0.585
C 1.2404 3.8243 -1.7343 0.0 0.1 -0.2 -0.635
C 1.2788 3.1978 -0.3599 -0.3 0.0 0.0 -0.479
H -1.4437 5.1620 -0.2741 -0.1 0.1 0.1 0.360
H -1.6731 4.0413 -1.6358 -0.1 -0.1 0.0 0.320
H 0.7260 5.7811 -1.0029 0.0 0.1 0.0 0.281
H 0.0370 5.4309 -2.5901 0.0 0.0 0.0 0.331
H 2.2365 4.1284 -2.0612 0.0 0.0 0.0 0.402
H 0.8502 3.0890 -2.4430 0.1 0.0 0.0 0.220
H 1.6955 3.8541 0.4024 0.1 0.0 0.0 0.537
H 1.7652 2.2244 -0.3447 0.0 0.0 0.2 0.002
```
Positions in Å, forces in eV/Å.

[4]
Formula: C18H29CeN2
Source: OMol25
Level of theory: the ωB97M-V functional and the def2-TZVPD basis

Results
* F_max: 12.5 eV/A
* spin multiplicity: 2
* charge: +2
* ⟨S²⟩: 0.77
* ΔE to the lowest compared entry with this formula, charge and spin: 175.6 kcal per mole

Geometry as XYZ:
```
50
Properties=species:S:1:pos:R:3:forces:R:3:mulliken_charge:R:1
C -0.5737 -0.0557 2.0429 -1.4 -0.2 4.5 -0.832
H -0.3407 0.8953 2.5287 0.1 0.4 -0.6 0.800
H -1.6670 -0.1453 1.9999 -0.1 0.0 -0.5 0.434
H -0.2012 1.5386 0.2691 -1.3 5.3 0.7 0.143
C 0.0438 -1.2175 2.8149 0.6 -0.1 -0.4 0.067
H 0.1601 -2.0903 2.1606 0.0 -0.2 0.0 0.049
H 1.0547 -0.9454 3.1421 -0.2 -0.1 -0.1 0.396
C -0.7980 -1.6150 4.0391 -0.4 0.1 0.1 -1.507
H -0.3646 -2.4780 4.5586 0.0 0.2 -0.2 0.399
H -0.8630 -0.7868 4.7542 0.0 -0.1 -0.2 0.377
H -1.8201 -1.8774 3.7411 0.2 0.0 0.1 0.328
C 0.0616 -0.8657 -2.1189 -1.4 -1.5 -2.0 0.686
C -0.1777 -1.9655 -1.2012 -1.8 -1.4 -2.1 0.812
C -1.4149 -1.7208 -0.5416 -1.7 -1.4 -2.4 0.316
C -1.9298 -0.4511 -1.0000 -2.0 -2.0 -3.3 0.406
C -1.0258 0.0494 -2.0135 -2.4 -1.7 -2.2 0.602
C -1.2438 1.2706 -2.8554 0.1 0.3 0.3 -1.336
C -3.2652 0.1246 -0.6353 0.1 0.4 0.4 -1.554
C -2.1175 -2.6346 0.4130 0.1 0.0 0.3 -1.193
C 0.6763 -3.1915 -1.0735 0.2 0.2 0.4 -1.661
C 1.2036 -0.7792 -3.0871 0.3 0.2 0.3 -1.199
Ce 0.0000 0.0000 0.0000 10.2 1.0 7.2 -0.055
H -3.2767 1.2099 -0.7638 -0.1 -0.1 0.0 0.422
H -4.0603 -0.2988 -1.2640 0.3 0.0 0.1 0.383
H -3.5178 -0.0914 0.4072 -0.1 0.0 -0.1 0.327
H -1.9242 1.9725 -2.3672 0.1 0.0 -0.1 0.373
H -0.3041 1.7935 -3.0502 -0.1 0.1 -0.2 0.271
H -1.6826 0.9949 -3.8239 0.1 0.0 0.2 0.376
H 2.0899 -1.2947 -2.7073 -0.1 0.1 -0.1 0.359
H 0.9336 -1.2452 -4.0445 -0.1 0.1 0.2 0.376
H 1.4774 0.2597 -3.2869 0.0 -0.2 -0.2 0.327
H 0.4831 -3.7157 -0.1340 0.0 0.0 -0.2 0.364
H 0.4782 -3.8921 -1.8960 0.0 0.2 0.1 0.385
H 1.7400 -2.9403 -1.1034 0.0 -0.1 0.0 0.437
H -2.6419 -2.0762 1.1945 0.0 -0.2 -0.1 0.283
H -2.8658 -3.2353 -0.1202 0.2 0.1 0.1 0.381
H -1.4206 -3.3230 0.8968 -0.1 0.0 0.0 0.353
N 2.2210 2.0718 -1.4428 0.0 -0.5 1.0 -0.151
C 2.6845 2.0559 -0.1182 0.0 0.2 0.2 0.922
C 3.8122 2.8151 0.2242 0.2 0.0 0.4 -0.930
C 4.2451 2.8428 1.5438 -0.3 -0.1 -0.8 -0.278
C 3.5455 2.1245 2.5044 -0.8 -0.7 0.1 -1.043
C 2.4282 1.3751 2.1272 2.0 1.7 -1.2 -0.107
N 2.0105 1.3265 0.8240 0.4 0.4 -0.3 -0.030
H 1.3375 1.6057 -1.6461 0.7 0.8 -0.3 -0.263
H 2.6980 2.6141 -2.1781 -0.6 -0.6 0.8 0.238
H 4.3408 3.3903 -0.5260 -0.1 -0.1 0.0 0.407
H 5.1102 3.4304 1.8229 0.0 0.0 -0.1 0.448
H 3.8620 2.1501 3.5394 -0.1 -0.1 0.0 0.451
H 1.9176 0.8620 2.9033 -0.7 -0.5 0.1 0.440
```
Positions in Å, forces in eV/Å.